# C4H8N2P

A 2-piece molecular cluster, C4H8N2P overall at a distorted geometry (ωB97M-V/def2-TZVPD, the Open Molecules 2025 dataset).

XYZ file:
```
15
Properties=species:S:1:pos:R:3:forces:R:3
P 4.1723 0.5481 -0.0514 1.542 1.183 -0.113
N 1.2758 0.0755 0.0829 0.772 0.223 0.191
N -0.9935 -0.2262 0.1629 -0.784 -0.076 -0.248
C 3.1821 -0.7378 -0.1069 -1.653 -1.575 -0.259
C -3.1765 0.5043 -0.4458 -0.304 0.086 -0.338
C 0.2273 -0.5962 0.4054 -0.120 0.165 -0.006
C -2.0056 0.4539 0.4434 0.018 -0.086 0.157
H 0.3578 -1.5996 0.8024 -0.001 -0.036 0.176
H -2.0585 1.0187 1.3759 0.146 -0.030 0.126
H -3.3758 1.5394 -0.7247 -0.029 0.065 -0.008
H -4.0586 0.1538 0.0894 -0.050 -0.026 0.055
H 5.3262 -0.2538 -0.1854 0.852 0.378 0.118
H -3.0212 -0.0954 -1.3387 -0.025 0.010 0.017
H 2.9336 -1.7711 -0.1593 0.286 -0.487 0.046
H 1.2144 0.9864 -0.3501 -0.650 0.207 0.085
```
Forces are in eV/Å.

Expectation value of S² ... 2.010
Energy above the lowest of the compared OMol25 structures with the same formula, charge and spin ... 204.3 kJ/mol
HOMO energy (spin up / spin down) ... -11.0 / -13.3 eV
Lowest unoccupied orbital energy (spin up / spin down) ... -0.1792 / -0.3011 Ha
Multiplicity ... 3
E ... -607.5558 a.u.
Charge ... +1
Strongest force on any atom ... 2.30 eV Å⁻¹

=====

# C2H5NO2

One molecule with the formula C2H5NO2 (ωB97M-V/def2-TZVPD, the Open Molecules 2025 dataset).

XYZ file:
```
10
Properties=species:S:1:pos:R:3:forces:R:3
O -1.6234 1.0730 0.1551 -0.108 0.039 0.224
O -0.0327 -0.5968 0.1249 0.205 0.262 -0.159
N 2.0455 -0.0550 0.0263 -0.038 0.018 -0.211
C 0.8963 0.0343 -0.6337 0.301 -0.185 0.498
C -1.3500 -0.2275 -0.2465 -0.298 -0.284 -0.180
H -1.4551 -0.2494 -1.3322 0.038 -0.025 0.107
H 2.1373 -0.5033 0.9348 -0.087 0.045 -0.114
H 2.8628 0.3731 -0.3726 -0.049 -0.101 -0.022
H -1.4750 1.1171 1.1079 -0.105 0.081 -0.049
H -2.0058 -0.9654 0.2359 0.141 0.150 -0.093
```
Forces are in eV/Å.

Energy above the lowest of the compared OMol25 structures with the same formula, charge and spin ... 222.9 kJ/mol
HOMO energy ... -8.9 eV
Lowest unoccupied orbital energy ... 0.0347 Ha
E ... -284.3825 a.u.
Strongest force on any atom ... 0.61 eV Å⁻¹

=====

Q: Which value of strongest force on any atom does entry 1 give?
A: 2.30 eV Å⁻¹

=====

Q: What is the formula in the second record?
A: C2H5NO2

=====

Q: What is the strongest force on any atom in the first record?
A: 2.30 eV Å⁻¹